# 1
84
Properties=species:S:1:pos:R:3:forces:R:3:mulliken_spin:R:1 method="wB97M-V/def2-TZVPD" homo_energy_ha="-0.674 / -0.669" total_charge=+4 lumo_ev="-11.6 / -14.0" s2=3.7906 e_above_lowest_kcal_mol=84.1 multiplicity=4 total_energy_ha=-3919.96512
W -0.072 0.703 0.308 -1.04 2.72 -0.37 1.628
C -3.328 4.760 2.414 -0.39 0.31 0.74 0.000
N -2.765 4.051 1.281 0.71 -0.71 -0.18 0.016
C -3.339 4.452 0.009 -0.12 0.04 -0.71 -0.002
C -1.853 3.110 1.345 0.01 -0.17 0.29 0.012
O -1.356 2.547 0.312 0.16 -0.12 -0.03 0.066
C -1.299 2.547 2.659 0.10 0.57 -0.03 0.016
O -1.122 1.134 2.454 0.13 -0.19 -0.45 0.019
C -2.316 0.364 2.689 -0.12 -0.40 0.02 0.008
C -2.626 -0.477 1.446 -0.44 -0.25 0.51 0.000
O -1.949 -0.228 0.395 0.16 0.11 -0.23 0.015
N -3.559 -1.399 1.504 0.86 0.81 -0.28 0.024
C -4.343 -1.695 2.685 -0.38 -0.20 0.70 -0.003
C -3.889 -2.244 0.373 -0.01 -0.36 -0.79 -0.001
H -3.552 5.780 2.106 0.13 -0.02 0.00 0.000
H -2.659 4.812 3.265 0.13 -0.05 0.00 0.000
H -4.274 4.308 2.716 0.01 -0.06 -0.01 0.000
H -4.425 4.474 0.104 0.04 -0.04 0.04 0.000
H -3.056 3.749 -0.769 -0.05 0.06 0.04 0.000
H -3.004 5.455 -0.258 0.04 -0.01 0.05 0.000
H -1.918 2.734 3.540 0.12 -0.12 -0.17 0.002
H -0.294 2.962 2.835 -0.34 -0.08 -0.04 -0.012
H -3.162 1.028 2.901 0.12 -0.08 -0.03 0.001
H -2.133 -0.274 3.561 -0.09 0.13 -0.20 0.001
H -4.270 -0.931 3.449 0.04 0.10 0.02 0.000
H -4.027 -2.651 3.106 0.06 0.04 -0.02 0.001
H -5.393 -1.793 2.409 0.06 0.09 -0.08 0.001
H -3.200 -2.083 -0.453 0.02 0.03 0.07 -0.001
H -4.905 -2.029 0.040 0.03 0.04 0.05 0.000
H -3.848 -3.290 0.682 0.03 0.09 0.05 0.001
C 4.770 1.335 0.917 0.19 -0.35 0.38 0.004
N 4.033 2.375 0.218 -0.74 -0.11 -0.09 0.034
C 4.850 3.471 -0.272 0.37 0.48 -0.38 -0.003
C 2.716 2.300 0.071 -0.24 -0.10 -0.01 0.022
N 1.954 1.393 0.665 -0.02 -0.38 0.42 -0.010
N 2.083 3.243 -0.739 0.50 0.40 0.10 0.010
C 0.978 3.032 -1.517 0.04 -0.08 0.01 -0.002
N 0.629 4.034 -2.321 0.01 -0.12 -0.02 0.001
N 0.333 1.881 -1.477 -0.35 -0.66 0.20 0.008
H 5.777 1.283 0.505 -0.09 0.05 -0.01 0.002
H 4.313 0.355 0.770 0.02 0.06 -0.01 -0.004
H 4.852 1.563 1.983 -0.02 -0.07 0.00 0.001
H 5.180 3.297 -1.299 -0.08 0.00 0.00 0.002
H 5.741 3.530 0.352 -0.12 0.11 0.00 0.001
H 4.343 4.433 -0.201 0.08 0.01 0.08 0.001
H 2.527 0.853 1.322 -0.43 0.11 -0.32 0.004
H 2.612 4.091 -0.916 -0.17 -0.21 -0.04 0.000
H 1.160 4.892 -2.396 0.02 -0.14 -0.03 0.000
H -0.154 3.943 -2.953 0.04 0.01 0.08 0.001
H -0.362 1.826 -2.227 0.18 -0.12 0.39 0.000
C -0.174 -3.362 3.161 0.00 0.24 0.00 0.000
C -0.198 -4.174 2.039 0.01 -0.11 -0.13 0.003
C 0.039 -3.644 0.781 -0.01 0.22 -0.12 -0.012
C 0.319 -2.291 0.637 0.31 0.70 -0.46 -0.009
C 0.318 -1.480 1.775 0.26 -0.16 -0.71 0.062
C 0.071 -2.001 3.039 0.00 0.46 0.29 -0.007
Ge 0.729 -1.296 -1.075 -0.48 -2.36 -0.79 0.242
C -0.407 -2.071 -2.576 0.84 0.90 0.96 -0.003
C -1.429 -1.312 -3.128 -0.24 0.11 0.12 -0.007
C -2.281 -1.878 -4.066 0.14 0.20 0.00 0.013
C -2.077 -3.187 -4.474 -0.14 0.00 -0.27 0.010
C -1.068 -3.950 -3.913 0.31 -0.06 0.00 -0.001
C -0.203 -3.383 -2.988 -0.12 -0.08 0.15 0.024
C 2.517 -2.070 -1.521 -0.82 1.01 0.75 0.252
C 3.011 -1.944 -2.827 0.91 -0.15 -1.33 0.065
C 4.243 -2.466 -3.170 -0.88 0.66 -0.62 0.063
C 4.981 -3.175 -2.225 0.38 -0.25 -0.64 0.234
C 4.525 -3.269 -0.912 -1.00 0.06 1.39 0.137
C 3.297 -2.736 -0.566 0.91 -0.75 0.50 0.038
H -0.328 -3.787 4.139 -0.03 -0.04 0.16 0.000
H -0.377 -5.232 2.148 -0.04 -0.15 0.03 0.001
H 0.034 -4.274 -0.095 -0.07 -0.19 -0.07 0.001
H 0.666 -0.386 1.673 0.45 -1.14 1.06 0.017
H 0.108 -1.383 3.925 0.03 0.08 0.06 0.000
H -1.581 -0.285 -2.808 -0.08 -0.03 -0.04 0.012
H -3.085 -1.294 -4.490 -0.03 0.03 -0.08 0.001
H -2.679 -3.593 -5.275 -0.15 -0.12 0.14 0.000
H -0.927 -4.980 -4.208 0.01 -0.01 -0.11 0.001
H 0.609 -3.968 -2.584 0.09 -0.17 0.06 -0.004
H 2.419 -1.432 -3.574 -0.02 -0.04 -0.09 0.001
H 4.611 -2.354 -4.180 0.05 -0.04 -0.03 0.005
H 5.877 -3.702 -2.524 0.13 0.05 0.00 -0.006
H 5.113 -3.798 -0.176 0.07 -0.01 0.08 0.003
H 2.932 -2.851 0.446 0.02 -0.04 0.01 -0.001

---

# 2
95
Properties=species:S:1:pos:R:3:forces:R:3:mulliken_charge:R:1 method="wB97M-V/def2-TZVPD" homo_energy_ha=-0.337 lumo_ev=-1.7 total_energy_ha=-3103.56458 smiles="O=C1C=C(O)C(=O)C=C1O.O=C1C=C(O)C(=O)C=C1O.O=C1C=C(O)C(=O)C=C1O.COP(=O)(OC)OC.CN(C)C=O.CN(C)C=O.CN(C)C=O"
C 0.307 2.703 4.724 0.33 0.37 -0.65 -0.775
C 1.334 3.207 4.016 0.09 0.15 -0.64 0.239
C 2.782 3.241 4.492 -1.24 0.73 1.76 0.827
O 3.646 3.849 3.911 -0.11 -0.16 -0.98 -0.636
C 2.918 2.758 5.849 0.98 -1.17 0.40 -0.790
C 1.943 2.109 6.499 0.27 0.42 0.59 0.247
C 0.526 2.131 6.022 -0.30 -0.70 -0.50 0.967
O -0.367 1.631 6.683 0.44 0.00 0.44 -0.659
O 2.161 1.514 7.682 -0.48 0.02 -0.37 -0.578
O 1.114 3.787 2.837 -0.11 0.22 -0.37 -0.524
H -0.697 2.725 4.324 -0.05 0.06 0.07 0.486
H 3.905 2.736 6.297 0.05 0.17 -0.15 0.388
H 1.297 1.152 7.956 0.04 0.11 0.12 0.390
H 1.925 4.207 2.501 0.15 -0.24 0.32 0.360
C -2.258 0.211 -6.512 -0.76 -0.45 -0.03 -0.697
C -3.574 -0.006 -6.311 0.34 -1.10 -0.07 0.333
C -4.304 0.326 -5.025 0.81 1.45 -0.51 0.672
O -5.511 0.335 -4.957 -0.12 -0.68 -0.35 -0.622
C -3.443 0.880 -3.998 0.09 -0.31 0.42 -0.630
C -2.140 1.098 -4.203 1.02 0.09 0.52 0.254
C -1.404 0.832 -5.509 -1.90 -0.30 -1.05 0.705
O -0.269 1.147 -5.769 0.62 0.33 1.13 -0.634
O -1.362 1.512 -3.181 -0.07 0.41 0.22 -0.335
O -4.292 -0.675 -7.222 -0.48 0.63 0.13 -0.545
H -1.841 -0.139 -7.447 0.22 0.24 -0.01 0.477
H -3.918 1.058 -3.043 0.18 0.15 0.07 0.397
H -0.521 1.876 -3.497 -0.04 -0.29 -0.36 0.251
H -5.229 -0.530 -6.983 0.13 -0.30 0.00 0.355
C 0.616 -3.768 -0.139 -0.07 0.20 0.16 -0.342
C 1.221 -4.938 0.069 1.21 -0.41 -0.68 0.503
C 0.475 -6.225 0.172 -1.28 0.43 -0.30 0.450
O 1.006 -7.312 0.157 0.49 0.18 0.26 -0.586
C -0.983 -6.070 0.161 -0.27 -0.75 0.81 -0.684
C -1.607 -4.889 0.143 -0.58 0.45 -1.00 0.072
C -0.851 -3.640 -0.164 1.55 0.08 0.27 0.791
O -1.372 -2.577 -0.427 -0.74 -0.31 0.24 -0.624
O -2.935 -4.764 0.215 -0.36 -0.66 0.16 -0.585
O 2.558 -5.068 -0.107 0.07 0.75 0.44 -0.538
H 1.185 -2.866 -0.320 0.02 -0.03 -0.13 0.499
H -1.532 -6.996 0.282 -0.14 0.11 -0.06 0.438
H -3.275 -3.976 -0.232 0.45 0.30 0.11 0.376
H 2.926 -5.798 0.406 -0.36 -0.36 -0.16 0.325
C -2.439 7.160 -1.028 -1.04 0.51 1.00 0.172
O -3.090 8.124 -0.669 0.15 0.04 -0.35 -0.589
N -2.308 6.045 -0.270 1.07 0.07 -1.16 0.125
C -2.990 5.841 0.982 -0.81 0.14 0.09 -0.921
C -1.404 4.998 -0.701 0.04 -0.54 0.89 -0.930
H -1.963 7.115 -2.015 0.29 -0.15 0.00 0.298
H -3.850 5.183 0.826 0.14 -0.27 0.06 0.328
H -3.430 6.761 1.360 0.33 0.23 -0.18 0.328
H -2.345 5.417 1.750 0.19 -0.02 -0.12 0.263
H -1.008 5.050 -1.713 -0.61 0.41 -0.22 0.294
H -0.504 5.001 -0.073 -0.17 -0.22 0.19 0.321
H -1.954 4.062 -0.561 0.43 -0.23 -0.21 0.325
C -2.203 -2.337 -3.399 0.25 0.61 -0.56 0.098
O -3.407 -2.253 -3.592 -0.03 -0.03 0.31 -0.714
N -1.338 -2.901 -4.252 -0.14 -1.08 -1.03 0.294
C 0.095 -2.895 -3.989 0.47 1.21 0.79 -0.732
C -1.715 -3.360 -5.597 0.48 0.36 0.33 -1.114
H -1.649 -1.858 -2.576 -0.39 -0.15 0.31 0.350
H 0.366 -1.845 -3.857 0.41 -0.13 0.17 0.301
H 0.764 -3.273 -4.759 -0.73 -0.22 -0.51 0.376
H 0.401 -3.416 -3.081 -0.38 -0.04 0.12 0.110
H -2.744 -3.207 -5.909 -0.20 0.08 0.72 0.306
H -1.115 -2.725 -6.255 0.12 -0.55 -0.40 0.396
H -1.470 -4.419 -5.653 0.09 0.04 -0.46 0.354
C 0.723 0.089 -1.146 -0.10 -0.23 0.17 0.118
O 1.113 -0.952 -1.640 0.25 0.00 -0.10 -0.633
N 1.509 1.022 -0.566 -0.38 0.14 -0.60 0.173
C 0.940 2.147 0.141 0.19 -0.34 1.37 -0.549
C 2.927 0.826 -0.377 0.44 -0.24 0.94 -1.002
H -0.352 0.324 -1.105 0.05 0.20 -0.01 0.522
H 1.388 3.107 -0.115 -0.05 -0.06 -0.34 0.452
H 1.155 1.975 1.202 0.18 0.36 0.00 -0.056
H -0.148 2.203 0.146 -0.02 -0.13 -0.73 0.161
H 3.136 0.839 0.702 -0.03 0.29 0.03 0.237
H 3.285 -0.158 -0.670 -0.40 0.05 -0.59 0.283
H 3.524 1.613 -0.836 -0.07 -0.02 -0.18 0.377
C 2.635 -1.515 6.107 -1.08 -0.51 -0.04 -0.448
O 2.743 -2.151 4.826 0.20 0.18 -0.91 -0.454
P 2.526 -1.300 3.493 -1.57 -1.33 0.45 0.853
O 3.070 0.055 3.537 0.45 0.22 -0.42 -0.570
O 2.945 -2.326 2.335 -0.25 0.68 0.38 0.089
C 4.324 -2.629 2.106 0.58 0.52 0.83 -0.848
O 0.918 -1.348 3.341 1.00 0.05 0.45 -0.404
C 0.376 -0.775 2.164 -0.03 0.41 -0.84 -0.273
H 2.163 -2.258 6.752 0.51 -0.13 0.16 0.335
H 1.871 -0.738 6.067 0.51 0.45 -0.05 0.072
H 3.615 -1.212 6.459 -0.13 0.26 0.06 0.254
H 4.630 -3.428 2.784 -0.09 -0.18 -0.26 0.281
H 4.926 -1.757 2.381 0.05 -0.03 -0.27 0.354
H 4.495 -2.880 1.064 -0.28 -0.09 0.00 0.261
H -0.601 -0.323 2.343 -0.02 -0.37 0.35 0.434
H 0.298 -1.554 1.401 -0.09 0.24 0.03 -0.077
H 0.997 0.048 1.787 0.10 -0.32 0.11 0.003